[1]
Formula: C21H26N2O6S
Source: OMol25
Level of theory: wB97M-V/def2-TZVPD

Geometry as XYZ:
```
56
Properties=species:S:1:pos:R:3:lowdin_charge:R:1
C 4.07 -1.13 -2.56 -0.051
C 3.10 -1.67 -1.52 -0.215
H 2.87 -2.72 -1.70 0.110
H 3.51 -1.54 -0.51 0.116
O 1.85 -0.97 -1.60 0.005
C 1.62 0.01 -0.73 -0.492
O 2.38 0.33 0.15 0.103
C 0.28 0.65 -0.99 -0.034
H -0.51 -0.10 -0.91 0.118
H 0.27 1.02 -2.02 0.129
C -0.02 1.79 0.00 -0.286
N 0.01 1.33 1.38 -0.084
S -0.83 -0.03 1.84 0.657
O -1.87 -0.30 0.89 -0.269
O -1.19 0.16 3.21 -0.278
C 0.38 -1.35 1.77 -0.280
C 0.28 -2.34 0.81 -0.044
C 1.26 -3.31 0.71 0.004
C 2.34 -3.28 1.59 -0.217
C 2.41 -2.31 2.59 -0.002
C 1.43 -1.34 2.67 -0.056
H 1.46 -0.58 3.44 0.121
H 3.23 -2.31 3.28 0.116
N 3.38 -4.22 1.51 0.123
C 3.74 -4.99 0.44 -0.510
O 3.18 -4.97 -0.63 0.065
C 4.94 -5.86 0.73 0.003
H 4.73 -6.51 1.58 0.085
H 5.81 -5.24 0.97 0.085
H 5.16 -6.47 -0.14 0.085
H 3.99 -4.24 2.31 0.144
H 1.20 -4.07 -0.04 0.114
H -0.57 -2.33 0.14 0.123
H 0.95 1.30 1.75 0.105
C -1.35 2.44 -0.30 -0.189
C -2.33 2.58 0.67 -0.028
C -3.55 3.17 0.39 0.003
C -3.81 3.66 -0.89 -0.269
C -2.82 3.55 -1.86 0.001
C -1.61 2.96 -1.57 -0.032
H -0.86 2.90 -2.34 0.111
H -3.02 3.95 -2.85 0.116
O -4.97 4.25 -1.28 -0.053
C -6.04 4.35 -0.36 -0.266
C -7.21 5.00 -1.07 -0.067
H -6.93 5.99 -1.43 0.076
H -7.50 4.39 -1.92 0.077
H -8.05 5.09 -0.39 0.075
H -6.32 3.35 0.01 0.126
H -5.73 4.96 0.50 0.125
H -4.29 3.24 1.17 0.106
H -2.15 2.21 1.67 0.095
H 0.77 2.54 -0.10 0.166
H 4.99 -1.71 -2.53 0.077
H 4.31 -0.09 -2.36 0.079
H 3.64 -1.21 -3.55 0.078
```

The gap between HOMO and LUMO is 8.56 eV. The HOMO energy is -8.150 eV. The relative energy (zero: lowest compared OMol25 entry of this formula, charge and spin) is 29.6 kJ/mol. As for the largest force on an atom: 0.91 eV Å⁻¹.


[2]
Formula: C5H15NO2
Source: OMol25
Level of theory: wB97M-V/def2-TZVPD

Geometry as XYZ:
```
23
Properties=species:S:1:pos:R:3:lowdin_charge:R:1
C 0.78 0.75 1.34 -0.248
O 2.22 0.63 1.42 -0.088
C 0.44 1.59 0.10 -0.172
C -0.42 0.82 -0.92 -0.192
C 0.43 -0.18 -1.74 -0.240
C -0.44 -2.33 -0.90 -0.123
N 0.70 -1.46 -1.17 -0.133
H 0.43 -0.28 1.24 0.102
H 0.44 1.21 2.27 0.115
H 2.56 0.70 2.32 0.082
H 1.38 1.85 -0.36 0.105
H -0.09 2.51 0.37 0.109
H -1.24 0.34 -0.38 0.075
H -0.91 1.47 -1.65 0.105
H -0.04 -0.35 -2.71 0.108
H 1.35 0.37 -1.93 0.114
H -1.35 -1.77 -0.71 0.061
H -0.59 -3.01 -1.73 0.070
H -0.20 -2.91 -0.01 0.079
H 1.46 -1.58 -0.52 0.099
H -2.96 0.12 1.81 0.042
H -1.54 0.69 1.71 -0.021
O -2.39 0.82 2.15 -0.048
```

The gap between HOMO and LUMO is 9.02 eV. The HOMO energy is -8.292 eV. The relative energy (zero: lowest compared OMol25 entry of this formula, charge and spin) is 152.9 kJ/mol. As for the largest force on an atom: 1.39 eV Å⁻¹.


[3]
Formula: C19H24N4O
Source: OMol25
Level of theory: wB97M-V/def2-TZVPD

Geometry as XYZ:
```
48
Properties=species:S:1:pos:R:3:lowdin_charge:R:1
C 5.16 -0.07 2.24 -0.113
C 4.71 -0.85 1.01 -0.268
C 3.46 -1.68 1.29 -0.212
C 3.03 -2.47 0.06 -0.122
C 1.77 -3.24 0.36 -0.469
O 1.74 -4.40 0.68 0.074
N 0.58 -2.54 0.29 0.167
C 0.30 -1.26 -0.11 -0.240
N 1.18 -0.34 -0.44 0.165
N 0.51 0.78 -0.78 -0.081
C -0.82 0.62 -0.65 -0.228
N -1.76 1.51 -0.89 0.195
C -3.02 1.09 -0.70 -0.218
C -4.07 2.01 -0.94 -0.021
C -5.37 1.64 -0.77 -0.078
C -5.70 0.34 -0.34 -0.088
C -4.71 -0.57 -0.09 -0.043
C -3.35 -0.23 -0.26 -0.151
C -2.32 -1.16 -0.02 0.063
C -1.03 -0.73 -0.21 -0.056
H -2.56 -2.16 0.31 0.123
H -4.96 -1.57 0.24 0.112
H -6.73 0.08 -0.20 0.101
H -6.16 2.35 -0.95 0.103
H -3.79 3.00 -1.27 0.110
C 1.21 1.98 -1.14 -0.118
H 0.68 2.44 -1.98 0.128
H 2.22 1.69 -1.46 0.133
C 1.28 2.98 0.02 -0.414
C 2.12 2.41 1.16 -0.073
H 3.15 2.27 0.84 0.076
H 2.12 3.09 2.01 0.080
H 1.73 1.45 1.49 0.064
C 1.86 4.30 -0.47 -0.078
H 1.24 4.73 -1.26 0.076
H 1.91 5.02 0.35 0.077
H 2.87 4.16 -0.86 0.080
H 0.26 3.15 0.38 0.131
H -0.23 -3.10 0.52 0.154
H 3.80 -3.19 -0.20 0.126
H 2.85 -1.79 -0.77 0.100
H 3.65 -2.36 2.12 0.124
H 2.65 -1.00 1.58 0.096
H 5.52 -1.52 0.69 0.110
H 4.50 -0.16 0.19 0.101
H 6.05 0.52 2.02 0.069
H 5.40 -0.75 3.06 0.072
H 4.38 0.60 2.57 0.060
```

The gap between HOMO and LUMO is 7.55 eV. The HOMO energy is -7.920 eV. The relative energy (zero: lowest compared OMol25 entry of this formula, charge and spin) is 62.9 kJ/mol. As for the largest force on an atom: 0.95 eV Å⁻¹.


[4]
Formula: C53H35BrF4N7O2PSTl
Source: OMol25
Level of theory: wB97M-V/def2-TZVPD

Geometry as XYZ:
```
105
Properties=species:S:1:pos:R:3:lowdin_charge:R:1
Tl -0.40 -0.11 -0.30 0.808
C 1.12 3.96 2.33 -0.045
O 1.64 2.77 2.98 0.023
C 1.81 1.87 1.98 -0.340
N 1.61 2.22 0.79 0.174
C 1.29 3.66 0.83 -0.219
C 0.07 3.98 -0.04 -0.309
C -0.78 5.27 -1.58 -0.156
C -2.21 4.89 -1.84 -0.066
C -2.87 3.91 -1.23 -0.080
C -2.31 3.02 -0.20 -0.075
C -1.07 3.04 0.30 -0.097
C 2.26 0.51 2.39 -0.181
C 3.26 0.38 3.34 0.027
C 3.71 -0.89 3.65 -0.014
C 3.11 -1.98 3.03 0.028
C 2.09 -1.74 2.12 -0.178
N 1.67 -0.52 1.79 0.124
C 1.40 -2.89 1.48 -0.321
N 0.45 -2.83 0.65 0.119
C 0.12 -4.23 0.27 -0.222
C 1.06 -5.08 1.16 -0.060
O 1.87 -4.10 1.85 0.011
C -1.35 -4.57 0.41 -0.176
C -2.34 -3.60 0.37 -0.034
C -3.68 -3.95 0.44 -0.070
C -4.05 -5.28 0.55 -0.080
C -3.07 -6.26 0.59 -0.070
C -1.73 -5.91 0.52 -0.040
H 1.71 4.81 2.66 0.131
H 0.09 4.09 2.64 0.134
H 2.14 4.20 0.43 0.137
H -0.49 6.13 -2.19 0.148
H -2.73 5.49 -2.58 0.119
H -3.90 3.73 -1.51 0.112
H -2.99 2.29 0.21 0.084
H -0.87 2.34 1.11 0.084
H 3.68 1.26 3.81 0.129
H 4.50 -1.03 4.38 0.123
H 3.42 -2.99 3.25 0.126
H 0.39 -4.35 -0.78 0.156
H 1.72 -5.73 0.60 0.133
H 0.52 -5.66 1.90 0.125
H -2.06 -2.55 0.28 0.054
H -4.44 -3.18 0.40 0.099
H -5.10 -5.56 0.61 0.107
H -3.34 -7.31 0.67 0.109
H -0.98 -6.69 0.53 0.116
F 3.67 2.46 -7.34 0.154
C 2.94 2.47 -6.24 -0.134
C 2.01 3.47 -6.04 -0.134
F 1.85 4.41 -6.96 0.148
C 1.25 3.47 -4.89 -0.216
F 0.37 4.47 -4.73 0.109
C 1.39 2.50 -3.91 -0.329
P 0.25 2.43 -2.44 1.099
C 0.32 4.13 -1.62 -0.351
C 1.68 4.76 -1.89 -0.071
C 2.19 5.89 -1.40 -0.072
C 1.63 6.77 -0.37 -0.076
C 0.47 6.55 0.27 -0.036
C -0.49 5.45 -0.05 -0.151
C -1.23 2.04 -3.48 -0.354
C -2.16 2.89 -4.07 -0.090
C -3.14 2.39 -4.93 -0.061
C -3.19 1.04 -5.23 -0.079
C -2.25 0.18 -4.67 -0.080
C -1.29 0.67 -3.80 -0.157
C 2.35 1.51 -4.12 -0.579
Br 2.67 0.12 -2.88 0.804
C 3.11 1.49 -5.28 -0.264
F 4.02 0.55 -5.50 0.090
H 2.34 4.21 -2.55 0.096
H 3.18 6.16 -1.75 0.111
H 2.22 7.63 -0.08 0.107
H 0.17 7.25 1.04 0.114
H -1.39 5.55 0.54 0.147
H -2.11 3.95 -3.89 0.081
H -3.85 3.08 -5.38 0.112
H -3.94 0.66 -5.91 0.109
H -2.27 -0.88 -4.91 0.112
H -0.56 -0.01 -3.38 0.058
S -7.91 -0.75 3.46 1.039
N -7.58 -0.30 1.95 -0.205
C -6.27 -0.30 1.85 -0.309
C -5.51 0.03 0.65 -0.084
C -6.13 0.39 -0.55 0.020
C -5.34 0.68 -1.64 -0.015
C -3.95 0.59 -1.50 -0.116
N -3.36 0.24 -0.37 0.049
C -4.12 -0.03 0.70 -0.163
C -3.42 -0.38 1.97 -0.148
N -2.08 -0.37 1.97 0.060
C -1.44 -0.69 3.08 -0.113
C -2.09 -1.04 4.27 -0.021
C -3.46 -1.06 4.27 0.020
C -4.15 -0.71 3.11 -0.080
C -5.60 -0.68 3.05 -0.308
N -6.42 -0.95 4.04 -0.205
H -7.21 0.44 -0.60 0.125
H -5.77 0.97 -2.59 0.115
H -3.30 0.80 -2.34 0.086
H -0.36 -0.66 3.04 0.090
H -1.51 -1.31 5.14 0.115
H -4.03 -1.32 5.16 0.126
```

The gap between HOMO and LUMO is 7.60 eV. As for the charge: +1. The HOMO energy is -10.238 eV. The relative energy (zero: lowest compared OMol25 entry of this formula, charge and spin) is 0.0 kJ/mol. As for the largest force on an atom: 0.64 eV Å⁻¹.


[5]
Formula: C20H38F4NO7S2
Source: OMol25
Level of theory: wB97M-V/def2-TZVPD

Geometry as XYZ:
```
72
Properties=species:S:1:pos:R:3:mulliken_spin:R:1
C 0.26 -0.36 -2.84 0.006
C 0.41 -1.07 -1.66 -0.005
C 1.47 -0.61 -0.69 0.001
C 1.72 -1.45 0.57 -0.014
C 2.65 -2.64 0.24 -0.003
F 3.82 -2.19 -0.29 0.000
F 2.98 -3.31 1.38 0.000
C 2.05 -3.68 -0.75 0.000
F 2.55 -3.50 -1.99 0.000
F 2.39 -4.93 -0.35 0.000
C 2.50 -0.59 1.59 0.003
C 1.69 0.35 2.49 0.058
C 2.59 0.62 3.71 0.012
C 1.44 1.74 1.85 0.013
N 0.45 -0.26 3.02 0.321
O -0.25 0.60 3.67 0.552
C -0.36 -1.06 2.09 0.059
C -1.28 -0.22 1.18 0.032
C -1.29 -1.93 2.94 -0.004
C 0.47 -2.03 1.25 0.021
H -0.68 0.10 -3.11 0.000
H 1.12 -0.28 -3.49 -0.001
H -0.18 -1.96 -1.50 0.000
H 2.42 -0.58 -1.24 0.000
H 1.25 0.42 -0.45 -0.001
H 0.96 -3.66 -0.80 0.000
H 3.15 -1.19 2.22 -0.010
H 3.16 0.06 1.01 -0.001
H 2.78 -0.31 4.25 -0.007
H 2.14 1.37 4.35 0.001
H 3.54 0.99 3.34 0.000
H 2.18 1.95 1.09 0.002
H 1.59 2.49 2.62 -0.007
H 0.43 1.87 1.50 0.007
H -1.90 -0.91 0.62 -0.002
H -0.76 0.42 0.48 -0.007
H -1.94 0.40 1.78 -0.007
H -0.67 -2.52 3.62 -0.013
H -1.95 -1.32 3.54 0.001
H -1.83 -2.62 2.31 0.002
H 0.76 -2.85 1.90 -0.009
H -0.23 -2.46 0.53 -0.001
O 2.55 1.28 -4.65 0.000
S 3.73 2.04 -4.93 0.000
O 4.65 2.35 -3.88 0.000
O 3.31 3.37 -5.68 0.000
C 2.33 4.22 -5.04 0.000
C 2.89 4.99 -3.86 0.000
C 4.61 1.30 -6.26 0.000
H 1.46 3.62 -4.75 0.000
H 2.00 4.91 -5.81 0.000
H 3.17 4.32 -3.05 0.000
H 2.15 5.69 -3.48 0.000
H 3.79 5.54 -4.15 0.000
H 3.92 1.09 -7.07 0.000
H 5.05 0.38 -5.88 0.000
H 5.39 1.98 -6.58 0.000
O -4.96 0.47 0.95 0.000
S -5.15 -0.14 2.23 -0.001
O -4.49 -1.37 2.55 0.000
O -6.70 -0.29 2.51 0.000
C -7.50 -0.99 1.53 0.000
C -7.29 -2.49 1.56 0.000
C -4.79 1.03 3.50 0.001
H -7.30 -0.58 0.53 0.000
H -8.53 -0.75 1.77 0.000
H -6.28 -2.76 1.26 0.000
H -7.99 -2.98 0.88 0.000
H -7.45 -2.87 2.57 0.000
H -5.31 1.96 3.27 0.000
H -3.72 1.18 3.50 0.000
H -5.11 0.62 4.45 0.000
```

The multiplicity is 2. The gap between HOMO and LUMO (alpha / beta) is 8.45 / 8.18 eV. The expectation value of S² is 0.754. The HOMO energy (alpha / beta) is -7.939 / -7.938 eV. As for the largest force on an atom: 2.12 eV Å⁻¹.


[6]
Formula: C3H4LiO4Sn
Source: OMol25
Level of theory: wB97M-V/def2-TZVPD

Geometry as XYZ:
```
13
Properties=species:S:1:pos:R:3:mulliken_spin:R:1
H -1.08 0.42 -1.42 -0.002
C -1.29 0.32 -0.35 0.000
C -1.85 1.39 0.46 0.001
O -2.60 0.22 0.04 0.001
H -1.63 1.43 1.53 -0.001
H -2.14 2.32 -0.02 0.001
O 1.62 0.38 0.02 -0.055
C 0.92 -0.60 0.07 0.057
O -0.38 -0.66 0.13 0.020
Sn 3.07 1.60 0.05 0.967
H 0.68 -2.45 -0.29 0.000
Li 3.27 -2.56 -0.13 0.008
O 1.42 -1.82 -0.11 0.004
```

The multiplicity is 2. The gap between HOMO and LUMO (alpha / beta) is 5.58 / 8.92 eV. As for the charge: +2. The expectation value of S² is 0.754. The HOMO energy (alpha / beta) is -14.668 / -17.942 eV. The relative energy (zero: lowest compared OMol25 entry of this formula, charge and spin) is 0.0 kJ/mol. As for the largest force on an atom: 5.44 eV Å⁻¹.


[7]
Formula: C5H7N3O3
Source: OMol25
Level of theory: wB97M-V/def2-TZVPD

Geometry as XYZ:
```
18
Properties=species:S:1:pos:R:3:lowdin_charge:R:1
C 0.05 -0.38 -2.19 -0.069
C 2.28 -1.29 0.20 -0.155
C -0.90 -0.12 -1.10 -0.145
C 1.32 -0.25 -0.31 -0.305
C -0.54 0.15 1.40 -0.038
N 1.29 -0.48 -1.84 0.170
N -0.08 -0.28 0.08 -0.107
N 2.09 1.10 -0.12 -0.329
O 3.20 1.16 -0.66 0.062
O 1.97 -2.00 1.13 0.095
O 1.60 2.02 0.43 0.119
H -0.34 -0.37 -3.17 0.109
H 3.25 -1.26 -0.24 0.119
H -1.40 0.81 -1.20 0.121
H -1.61 -0.86 -0.98 0.108
H -0.44 1.19 1.52 0.051
H -1.64 -0.10 1.61 0.116
H 0.10 -0.34 2.11 0.077
```

The gap between HOMO and LUMO is 9.45 eV. The HOMO energy is -9.364 eV. The relative energy (zero: lowest compared OMol25 entry of this formula, charge and spin) is 479.3 kJ/mol. As for the largest force on an atom: 3.24 eV Å⁻¹.


[8]
Formula: C4H11N2S
Source: OMol25
Level of theory: wB97M-V/def2-TZVPD

Geometry as XYZ:
```
18
Properties=species:S:1:pos:R:3:mulliken_spin:R:1
N 0.70 -1.12 0.83 0.004
C -0.10 -0.79 -0.33 0.014
C 0.34 -1.62 -1.64 -0.055
S 0.15 -3.41 -1.31 1.003
C -0.19 0.70 -0.62 0.006
N 0.37 1.34 0.75 0.001
C -0.63 2.08 1.39 0.000
H 0.62 -2.15 0.92 -0.005
H 1.65 -0.79 0.64 0.001
H -1.19 -1.08 -0.29 -0.010
H -0.41 -1.26 -2.33 0.015
H 1.43 -1.19 -1.89 0.023
H -1.24 0.95 -0.89 0.002
H 0.60 0.91 -1.42 -0.001
H 0.67 0.46 1.32 0.000
H -0.97 3.12 1.00 0.000
H -0.33 2.37 2.39 0.000
H -1.48 1.48 1.50 0.000
```

The multiplicity is 2. The gap between HOMO and LUMO (alpha / beta) is 9.19 / 5.87 eV. The expectation value of S² is 0.753. The HOMO energy (alpha / beta) is -8.268 / -8.258 eV. The relative energy (zero: lowest compared OMol25 entry of this formula, charge and spin) is 216.2 kJ/mol. As for the largest force on an atom: 3.99 eV Å⁻¹.


[9]
Formula: C7H14N2O3S
Source: OMol25
Level of theory: wB97M-V/def2-TZVPD

Geometry as XYZ:
```
27
Properties=species:S:1:pos:R:3:lowdin_charge:R:1
O 0.92 -1.60 1.71 0.058
O -1.38 2.91 -0.03 -0.540
N 0.62 -0.69 -0.78 0.118
O 1.89 -0.73 -0.14 -0.012
C 1.92 -1.36 1.05 -0.569
C 0.10 0.51 -0.87 -0.085
N 3.15 -1.52 1.63 0.007
S -2.28 1.78 -0.36 0.918
C 3.36 -1.67 3.05 -0.083
C -2.29 0.82 1.17 -0.232
C -2.06 -0.50 -1.87 -0.087
C -1.00 1.54 -2.86 -0.072
C -1.26 0.77 -1.53 -0.644
H 0.71 1.37 -0.62 0.135
H 3.89 -1.09 1.09 0.137
H 3.25 -0.72 3.62 0.094
H 2.66 -2.43 3.48 0.099
H 4.36 -2.04 3.20 0.073
H -1.55 0.01 1.20 0.046
H -3.30 0.40 1.33 0.057
H -2.08 1.50 2.00 0.062
H -2.37 -0.99 -0.92 0.082
H -1.45 -1.16 -2.44 0.070
H -2.99 -0.29 -2.45 0.100
H -1.93 1.69 -3.40 0.072
H -0.34 0.96 -3.56 0.104
H -0.56 2.55 -2.68 0.093
```

The gap between HOMO and LUMO is 9.79 eV. The HOMO energy is -9.077 eV. The relative energy (zero: lowest compared OMol25 entry of this formula, charge and spin) is 303.6 kJ/mol. As for the largest force on an atom: 3.87 eV Å⁻¹.


[10]
Formula: C21H40O14
Source: OMol25
Level of theory: wB97M-V/def2-TZVPD

Geometry as XYZ:
```
75
Properties=species:S:1:pos:R:3:lowdin_charge:R:1
C 3.62 2.12 4.96 -0.098
C 3.10 1.77 3.55 -0.252
C 2.66 0.31 3.40 -0.213
C 1.48 -0.17 4.28 -0.186
C 0.48 0.91 4.71 -0.150
C -0.20 1.63 3.54 -0.228
C -0.43 3.14 3.71 -0.113
C -1.39 3.35 2.54 -0.145
O -2.29 2.23 2.66 0.007
C -1.63 1.21 3.28 -0.443
O -2.20 0.19 3.56 0.141
H 2.98 2.86 5.46 0.062
H 3.64 1.23 5.60 0.073
H 4.62 2.55 4.92 0.066
H 3.92 1.92 2.84 0.100
H 2.32 2.47 3.22 0.082
H 2.46 0.09 2.35 0.094
H 3.54 -0.29 3.67 0.109
H 1.87 -0.66 5.17 0.107
H 0.91 -0.93 3.73 0.112
H -0.31 0.40 5.28 0.121
H 0.93 1.63 5.40 0.108
H 0.36 1.52 2.61 0.154
H 0.46 3.77 3.74 0.120
H -1.02 3.32 4.62 0.134
H -1.96 4.29 2.56 0.127
H -0.84 3.28 1.59 0.130
C 4.19 1.23 -1.98 -0.030
O 4.57 2.60 -2.14 0.011
C 4.15 3.39 -1.15 -0.628
O 3.52 3.03 -0.19 0.110
O 4.55 4.63 -1.40 0.008
C 4.16 5.59 -0.41 -0.038
H 4.58 0.71 -2.85 0.097
H 4.64 0.81 -1.08 0.099
H 3.11 1.13 -1.94 0.087
H 4.60 5.33 0.56 0.096
H 3.08 5.63 -0.32 0.096
H 4.55 6.54 -0.75 0.094
C 2.08 -5.05 -3.16 -0.037
O 1.13 -4.33 -2.38 0.006
C 1.57 -3.18 -1.88 -0.626
O 2.67 -2.72 -2.05 0.118
O 0.59 -2.62 -1.18 0.009
C 0.95 -1.37 -0.59 -0.035
H 1.58 -5.95 -3.49 0.093
H 2.39 -4.46 -4.02 0.098
H 2.96 -5.30 -2.57 0.097
H 1.23 -0.65 -1.36 0.089
H 1.77 -1.50 0.11 0.092
H 0.07 -1.02 -0.06 0.094
C -4.98 1.06 1.34 -0.030
O -4.69 0.23 0.20 0.009
C -5.22 -0.99 0.25 -0.621
O -5.92 -1.42 1.12 0.132
O -4.82 -1.65 -0.84 -0.020
C -5.31 -3.00 -0.89 -0.036
H -4.49 2.01 1.15 0.085
H -6.05 1.20 1.45 0.098
H -4.56 0.61 2.24 0.086
H -6.40 -3.01 -0.90 0.100
H -4.95 -3.57 -0.04 0.100
H -4.92 -3.44 -1.81 0.082
C -3.56 -1.77 -3.94 -0.025
O -3.77 -2.79 -4.93 0.008
C -2.79 -2.89 -5.83 -0.627
O -1.80 -2.21 -5.88 0.123
O -3.11 -3.87 -6.68 0.002
C -2.14 -4.09 -7.71 -0.041
H -4.43 -1.80 -3.29 0.070
H -2.66 -1.96 -3.37 0.102
H -3.50 -0.79 -4.42 0.102
H -1.17 -4.36 -7.28 0.095
H -2.02 -3.20 -8.32 0.097
H -2.52 -4.91 -8.31 0.092
```

The gap between HOMO and LUMO is 10.78 eV. The HOMO energy is -10.341 eV. As for the largest force on an atom: 0.72 eV Å⁻¹.


What is the largest force on an atom in the ninth record? 3.87 eV Å⁻¹